Entry from the Open Molecules 2025 dataset: 7 unconnected molecules or ions with the total composition C10H24Br6N4O8 (ωB97M-V/def2-TZVPD).

Structure (XYZ):
```
52
Properties=species:S:1:pos:R:3:forces:R:3
Br 1.72089 0.95740 2.95767 0.0 0.0 0.1
Br 1.50913 4.95493 0.01292 -0.1 0.0 -0.1
Br -0.51885 4.05050 2.88742 0.1 0.1 0.0
Br 4.30405 1.34898 -0.82121 0.1 0.1 0.1
Br 1.11218 -5.70461 4.65806 0.0 0.0 -0.3
Br 2.23335 -2.55494 1.62548 -0.1 -0.3 0.0
O -4.07967 -0.20469 0.06552 -0.1 -0.1 -0.2
O 1.30456 -3.90484 -3.15141 0.0 0.1 0.0
O 1.15570 -0.83538 -2.39984 0.0 -0.1 -0.1
O 0.63191 1.22390 -2.04753 0.0 -0.1 -0.1
O -5.84439 0.12711 -1.12955 0.0 0.1 0.1
O -1.86288 0.12644 1.86037 0.1 0.1 0.0
O -1.25941 1.55535 0.37092 -0.2 0.0 -0.1
O 0.72429 -3.69072 -1.08797 0.0 0.1 0.0
N 0.48161 -3.75132 -2.27593 0.0 -0.2 0.0
N 1.21953 0.34999 -2.65262 0.0 0.3 -0.2
N -1.26386 0.43792 0.85786 0.1 -0.2 0.2
N -4.98518 0.48615 -0.35152 0.1 0.1 0.1
C -5.02031 1.90746 0.11896 0.4 -0.1 -0.7
C -0.43830 -0.60708 0.17920 -0.2 0.3 0.2
C -0.40732 4.63493 0.06898 -0.1 -0.3 0.1
C 3.73744 0.90790 1.00499 0.2 -0.3 -0.4
C 2.05995 0.78010 -3.81098 0.4 -0.1 0.7
C 0.98306 -3.70532 2.61172 0.6 -0.2 -0.3
C -1.01545 5.13454 1.35859 -0.1 -0.2 -0.3
C 1.65527 -5.04788 2.88234 -0.2 0.3 0.6
C -0.95328 -3.69681 -2.66706 0.0 -0.2 0.0
C 2.46248 1.62587 1.28531 -0.5 0.5 0.3
H 2.72978 -4.94560 2.95236 0.1 -0.1 -0.1
H -1.01750 -3.86630 -3.73406 0.0 0.2 0.0
H 2.88319 0.07760 -3.88370 -0.1 -0.1 -0.2
H 1.42766 0.77930 -4.69054 0.0 0.1 -0.1
H -2.09597 5.03122 1.28901 0.0 0.2 0.0
H -0.57133 -1.52980 0.72452 0.0 -0.1 0.0
H -0.73837 -0.67012 -0.86096 -0.1 0.1 0.1
H 3.62793 -0.16967 1.00179 -0.1 0.0 0.0
H -0.84358 5.14605 -0.78596 0.1 0.2 0.0
H -0.57502 3.56746 -0.05911 0.2 0.1 0.1
H -1.44481 -4.49433 -2.11800 0.0 0.0 0.0
H -1.36608 -2.74422 -2.35121 0.1 0.1 -0.1
H -0.72845 6.16219 1.55234 -0.1 0.0 0.2
H -5.99156 2.09977 0.55570 0.0 0.0 0.2
H 1.70385 1.51420 0.51443 0.0 -0.2 0.0
H 1.36981 -5.82450 2.18530 0.1 0.0 -0.2
H 2.43709 1.75947 -3.53928 -0.1 0.1 -0.3
H 4.53227 1.18381 1.68938 0.1 0.1 -0.1
H 0.58388 -0.24919 0.22953 0.0 -0.2 0.0
H 0.11308 -3.82466 1.97562 -0.1 0.1 0.1
H -4.89064 2.50692 -0.78184 -0.2 0.0 0.0
H 0.77283 -3.16159 3.52179 -0.2 0.0 0.0
H 2.58924 2.69073 1.44960 0.2 0.0 -0.1
H -4.15382 2.05537 0.75261 -0.2 0.0 0.3
```
Forces are in eV/Å.

## Properties
- Structure (SMILES): C[N+](=O)[O-].C[N+](=O)[O-].C[N+](=O)[O-].C[N+](=O)[O-].BrCCBr.BrCCBr.BrCCBr
- HOMO-LUMO gap: 9.50 eV
- Net charge: 0
- ΔE to the lowest compared entry with this formula, charge and spin: 0.00 kcal/mol
- Highest occupied orbital energy: -9.63 eV

Entry from the Open Molecules 2025 dataset: 5 unconnected molecules or ions with the total composition H10O5 in a non-equilibrium geometry (ωB97M-V/def2-TZVPD).

Structure (XYZ):
```
15
Properties=species:S:1:pos:R:3:forces:R:3
O -1.97616 -0.11949 0.73289 -1.6 -0.3 1.9
O -0.35619 -3.00646 0.42967 -1.8 -1.9 -1.1
O 0.40824 0.00077 -0.73201 -1.1 1.0 -0.6
O 2.45708 0.98123 0.88338 0.6 -1.0 -0.8
O -1.31570 2.45104 -1.60381 -1.2 1.1 -0.1
H -0.38932 -4.00286 0.29213 0.8 2.2 0.6
H -2.05663 2.34552 -2.22644 0.6 -0.1 0.4
H -0.69529 1.75881 -1.75693 0.6 -1.1 -0.3
H -1.34276 0.14064 0.10462 1.5 0.5 -1.4
H -1.77843 0.41414 1.51447 -0.2 -0.2 -0.3
H 0.45579 -2.66990 0.76187 1.1 -0.4 0.5
H 2.07220 1.77753 1.19829 -0.5 1.1 0.6
H 2.74285 0.46749 1.63807 0.0 0.0 0.3
H 0.60575 -0.89025 -0.94765 0.1 -1.3 -0.3
H 1.16857 0.35180 -0.28855 1.0 0.3 0.6
```
Forces are in eV/Å.

## Properties
- Structure (SMILES): O.O.O.O.O
- HOMO-LUMO gap: 10.51 eV
- Net charge: 0
- ΔE to the lowest compared entry with this formula, charge and spin: 29.66 kcal/mol
- Highest occupied orbital energy: -10.28 eV